DFT (ωB97M-V/def2-TZVPD) results for a structure of composition C27H21ClNO7SSeV.

CARTESIAN COORDINATES (ANGSTROEM)
V -2.398 1.379 -0.878
O -0.524 2.292 0.252
S -0.649 1.498 1.522
C 0.769 0.397 1.553
C 1.804 0.598 0.656
C 2.843 -0.318 0.614
C 2.833 -1.423 1.457
C 1.783 -1.617 2.342
C 0.735 -0.707 2.389
C -0.151 2.601 2.844
C 0.504 3.783 2.547
C 0.862 4.633 3.582
C 0.562 4.297 4.895
C -0.108 3.115 5.178
C -0.476 2.262 4.147
H 1.760 1.440 -0.023
H 3.650 -0.185 -0.096
H 3.634 -2.150 1.403
H 1.757 -2.498 2.971
H -0.126 -0.885 3.021
H 0.707 4.024 1.511
H 1.372 5.563 3.363
H 0.839 4.965 5.701
H -0.359 2.863 6.200
H -1.027 1.351 4.349
Cl -1.850 4.342 -1.940
C -2.615 4.704 -0.369
C -3.266 3.455 0.248
O -3.099 3.292 1.456
O -3.911 2.696 -0.554
H -3.378 5.459 -0.555
H -1.850 5.086 0.297
O -2.112 -1.641 1.066
C -1.389 -1.372 0.112
O -1.349 -0.252 -0.513
C -0.431 -2.387 -0.447
C 0.454 -2.024 -1.456
C 1.380 -2.931 -1.978
C 1.366 -4.194 -1.443
O 2.171 -5.263 -1.763
C 1.669 -6.364 -1.014
O 0.703 -5.879 -0.094
C 0.481 -4.561 -0.442
C -0.432 -3.686 0.079
H 0.405 -1.011 -1.848
H 2.058 -2.655 -2.774
H 2.489 -6.831 -0.465
H 1.200 -7.083 -1.695
H -1.125 -3.949 0.866
Se -3.411 0.502 -3.049
C -1.743 -0.044 -3.781
C -1.598 -1.263 -4.446
C -0.359 -1.632 -4.943
N 0.746 -0.890 -4.841
C 0.603 0.280 -4.215
C -0.590 0.738 -3.680
H -2.445 -1.927 -4.551
H -0.244 -2.587 -5.447
H 1.499 0.888 -4.131
H -0.621 1.704 -3.189

Output
Charge: -1
Multiplicity: 4
Energy above the lowest of the compared OMol25 structures with the same formula, charge and spin in kJ/mol: 0.0
Frontier orbital gap (spin up / spin down) in eV: 6.5 / 7.0